Entry 1:
ORCA calculation (the ωB97M-V functional and the def2-TZVPD basis) on a cluster of 2 separate species, C10H16O in total.

Calculated values
- Relative energy (zero: lowest compared OMol25 entry of this formula, charge and spin): 55.1 kcal per mole
- LUMO energy (spin up / spin down): 3.590 / 3.519 eV
- E: -465.7367 Ha
- Net charge: -1
- Spin multiplicity: 2
- HOMO (spin up / spin down): 0.75 / -3.51 eV
- ⟨S²⟩: 0.76

```
27
Properties=species:S:1:pos:R:3:nbo_charge:R:1
C 2.076 1.722 -0.129 -0.627
C -0.869 2.105 -2.674 -0.468
C -1.854 1.272 -1.937 0.299
C 0.419 2.084 -2.129 -0.301
C 0.804 1.514 -0.848 -0.070
C -1.372 0.674 -0.811 -0.388
C -0.093 0.699 -0.236 -0.408
O -3.134 0.974 -2.423 -0.713
H -1.150 2.499 -3.642 0.191
H 1.184 2.694 -2.762 0.170
H -1.880 -0.368 -0.565 0.138
H -3.521 0.427 -1.688 0.463
H 1.828 1.994 0.955 0.195
H 2.713 2.462 -0.645 0.197
H 0.194 0.198 0.796 0.162
H 2.756 0.835 -0.160 0.189
C 0.534 -2.197 2.170 -0.398
C -0.955 -1.534 2.382 -0.638
C 1.079 -2.208 0.827 -0.656
H 1.194 -1.716 2.961 0.192
H 0.331 -3.247 2.507 0.183
H -1.535 -1.610 1.419 0.207
H 0.513 -1.637 0.171 0.252
H -0.933 -0.479 2.468 0.224
H -1.542 -2.206 2.960 0.199
H 2.042 -1.714 0.581 0.215
H 1.168 -3.234 0.452 0.192
```



Entry 2:
ORCA calculation (the ωB97M-V functional and the def2-TZVPD basis) on a cluster of 2 separate species, C8H8ClN3 in total.

Calculated values
- Relative energy (zero: lowest compared OMol25 entry of this formula, charge and spin): 47.4 kcal per mole
- LUMO energy: 0.847 eV
- E: -934.0650 Ha
- HOMO: -9.25 eV
- SMILES: Clc1ccccn1.c1cn[nH]c1

```
20
Properties=species:S:1:pos:R:3:nbo_charge:R:1
C -3.120 1.040 -0.974 -0.358
C -2.324 0.994 -2.096 -0.043
C -2.303 1.590 -0.047 -0.057
C 1.252 -1.797 2.068 -0.263
C 1.671 -0.440 2.040 -0.154
C 1.394 -2.478 0.825 0.045
C 2.146 0.142 0.844 -0.249
C 2.211 -0.641 -0.328 0.138
N -1.139 1.412 -1.764 -0.310
N 1.830 -1.903 -0.319 -0.437
N -1.066 1.740 -0.491 -0.288
Cl 2.814 -0.083 -1.777 0.050
H -4.165 0.945 -0.943 0.226
H -2.618 0.832 -3.151 0.216
H -2.586 1.916 0.976 0.206
H 0.949 -2.397 2.945 0.230
H 1.690 0.033 2.963 0.215
H 1.081 -3.503 0.718 0.195
H 2.598 1.116 0.821 0.229
H -0.317 1.484 -2.308 0.410
```